(1)
Below is a structure of composition C26H60N4NbO6, with properties calculated with the ωB97M-V functional and the def2-TZVPD basis.

The lowest unoccupied orbital energy comes out at 2.2 eV. As for the net charge: -1. The orbital gap is 6.836 eV. The HOMO energy is -4.64 eV. As for the relative energy (zero: lowest compared OMol25 entry of this formula, charge and spin): 707.13 kJ/mol.

```
97
C26H60N4NbO6 (the ωB97M-V functional and the def2-TZVPD basis)
N 7.6142 0.0206 -0.9912
C 6.8343 -0.6159 -2.1242
C 6.1202 -2.0070 -1.5547
Nb 3.8366 -1.6309 -1.5085
C 1.6296 -0.9757 -1.5565
C 0.5433 -1.5671 -2.6434
C -1.0044 -0.9604 -2.5847
C -1.4087 0.1737 -1.4656
C -0.3512 0.7599 -0.3577
C 1.1924 0.1524 -0.4173
H 8.4979 0.4307 -1.3819
H 7.0387 0.8451 -0.6920
H 7.4482 -0.7776 -3.1102
H 5.9320 0.1088 -2.4056
H 6.4122 -2.9542 -2.1828
H 6.5526 -2.1918 -0.4624
H 3.6741 -2.3794 0.1326
H 3.4683 -3.2543 -2.2269
H 4.0087 -0.9488 -3.1748
H 4.2078 -0.0448 -0.7225
H 0.8805 -2.3943 -3.4341
H -1.8359 -1.3197 -3.3497
H -2.5130 0.5694 -1.4700
H -0.6596 1.5920 0.4327
H 2.0168 0.5206 0.3636
C 0.5708 -2.5265 1.8063
O -0.3764 -3.2694 2.5629
C -0.7702 -4.4969 1.9339
C -0.2009 -5.7064 2.6931
N 1.2547 -5.8006 2.5333
C 1.8927 -6.7435 3.4584
C 1.7692 -6.4598 4.9679
O 2.4772 -5.2963 5.4027
C 1.7777 -4.0762 5.2116
H 0.6576 -1.5336 2.2535
H 1.5536 -2.9997 1.8406
H 0.2466 -2.4116 0.7670
H -0.5002 -4.5227 0.8725
H -1.8624 -4.5370 1.9944
H -0.6652 -6.6221 2.3117
H -0.4790 -5.5927 3.7438
H 1.6657 -4.8849 2.6828
H 2.9578 -6.7572 3.2022
H 1.5092 -7.7517 3.2517
H 2.2374 -7.3016 5.4918
H 0.7313 -6.4379 5.3152
H 0.6933 -4.1925 5.3210
H 2.0248 -3.6508 4.2400
H 2.1230 -3.3653 5.9675
C 3.7511 3.1667 4.5078
O 2.9619 4.3168 4.7833
C 3.3795 5.4808 4.0565
C 2.3512 5.8464 2.9738
N 2.3479 4.8616 1.8859
C 1.2020 4.9848 0.9784
C -0.2060 4.7878 1.5725
O -0.4768 3.4509 2.0008
C 0.0113 3.1378 3.2962
H 3.4959 2.3974 5.2403
H 3.5315 2.7729 3.5138
H 4.8197 3.3880 4.5952
H 4.3850 5.3674 3.6368
H 3.4187 6.2991 4.7825
H 2.5935 6.8334 2.5656
H 1.3737 5.9062 3.4588
H 2.3373 3.9277 2.2827
H 1.3462 4.2351 0.1926
H 1.2481 5.9654 0.4861
H -0.9244 4.9902 0.7691
H -0.4403 5.5066 2.3643
H -0.0125 3.9994 3.9734
H 1.0178 2.7273 3.2284
H -0.6243 2.3543 3.7180
C -6.3292 3.5576 -6.1781
O -7.2764 2.8148 -5.4215
C -7.6702 1.5872 -6.0506
C -7.1009 0.3778 -5.2914
N -5.6453 0.2835 -5.4511
C -5.0073 -0.6594 -4.5260
C -5.1308 -0.3757 -3.0165
O -4.4228 0.7878 -2.5817
C -5.1223 2.0079 -2.7728
H -6.2424 4.5505 -5.7309
H -5.3464 3.0844 -6.1438
H -6.6534 3.6725 -7.2175
H -7.4002 1.5614 -7.1119
H -8.7624 1.5471 -5.9900
H -7.5652 -0.5379 -5.6727
H -7.3790 0.4914 -4.2406
H -5.2343 1.1993 -5.3016
H -3.9422 -0.6731 -4.7823
H -5.3908 -1.6675 -4.7327
H -4.6626 -1.2175 -2.4926
H -6.1687 -0.3538 -2.6693
H -6.2067 1.8916 -2.6634
H -4.8752 2.4333 -3.7445
H -4.7770 2.7188 -2.0170
```



(2)
Below is a cluster of 3 separate species, C26H61BN4O8P in total, with properties calculated with the ωB97M-V functional and the def2-TZVPD basis.

The lowest unoccupied orbital energy comes out at -3.3 eV. As for the net charge: +1. The orbital gap is 6.755 eV. The HOMO energy is -10.10 eV.

```
101
C26H61BN4O8P (the ωB97M-V functional and the def2-TZVPD basis)
C 2.4771 -3.9982 0.9211
C 1.2119 -3.8280 0.1113
O 1.5972 -3.3911 -1.2185
P 0.4899 -2.7551 -2.1622
O -0.7292 -2.2948 -1.4665
C 0.1160 -3.9969 -3.4327
C -1.4002 -4.0451 -3.6795
C -2.1428 -4.6925 -2.5045
C -3.5294 -4.1503 -2.1897
C -3.9896 -4.7208 -0.8358
C -3.4619 -3.9388 0.3583
N -4.4274 -2.8771 0.7133
C -4.5772 -4.5416 -3.2559
N -5.6165 -3.5166 -2.9977
C -5.1536 -2.4697 -2.4069
B -5.8978 -1.1757 -1.8451
C -5.5406 0.2507 -2.3370
O -6.8368 -1.4167 -0.8712
C -3.6894 -2.6155 -2.2405
O 1.2600 -1.6068 -2.9343
C 2.2283 -0.8221 -2.2030
C 1.6102 0.0249 -1.1188
H 3.1025 -4.7786 0.4938
H 2.2455 -4.2261 1.9564
H 3.0487 -3.0722 0.8926
H 0.6843 -4.7765 0.0078
H 0.5620 -3.0925 0.5743
H 0.6476 -3.7393 -4.3451
H 0.4871 -4.9588 -3.0827
H -1.7213 -3.0259 -3.8692
H -1.5881 -4.6240 -4.5838
H -1.5353 -4.6258 -1.6082
H -2.2445 -5.7610 -2.7164
H -3.6211 -5.7462 -0.7969
H -5.0742 -4.7867 -0.7406
H -3.3230 -4.6173 1.2032
H -2.4895 -3.4974 0.1448
H -5.3124 -3.3366 0.9023
H -4.1603 -2.4657 1.5985
H -4.2224 -4.5213 -4.2827
H -4.9628 -5.5405 -3.0539
H -6.5902 -3.6325 -3.2345
H -6.2475 0.9488 -1.8949
H -4.5445 0.5288 -1.9864
H -5.5738 0.3571 -3.4200
H -6.4091 -1.4322 -0.0091
H -3.2555 -2.0395 -1.4346
H -3.2994 -2.2378 -3.1928
H 2.7031 -0.1798 -2.9393
H 3.0095 -1.4568 -1.7943
H 1.0287 -0.5457 -0.3984
H 0.9603 0.7853 -1.5481
H 2.3966 0.5382 -0.5734
C 7.2742 0.7710 4.8563
O 6.0990 1.3595 5.3778
C 5.7489 2.6040 4.7876
C 4.4704 2.4843 3.9886
N 4.6655 1.6696 2.7969
C 3.4409 1.3380 2.0791
C 2.4061 0.4771 2.7949
O 2.8240 -0.8549 3.0354
C 3.5613 -1.0621 4.2284
H 7.5125 -0.0856 5.4837
H 7.1414 0.4239 3.8253
H 8.1146 1.4701 4.8860
H 6.5634 2.9799 4.1623
H 5.5880 3.3191 5.5989
H 4.1494 3.4849 3.6831
H 3.7016 2.0761 4.6596
H 5.1338 0.8127 3.0598
H 3.7376 0.8096 1.1700
H 2.9600 2.2664 1.7571
H 1.5392 0.3940 2.1317
H 2.0438 0.9377 3.7214
H 3.2466 -0.3786 5.0205
H 4.6370 -0.9521 4.0693
H 3.3751 -2.0849 4.5560
C -2.1763 5.3756 -2.6832
O -1.6654 6.3958 -1.8530
C -2.2449 6.4532 -0.5559
C -1.2393 6.0728 0.5073
N -0.8979 4.6577 0.4323
C 0.2132 4.2553 1.2880
C 1.5883 4.8530 1.0114
O 2.1632 4.4332 -0.2100
C 1.8024 5.1886 -1.3520
H -1.7657 5.5327 -3.6789
H -1.8848 4.3761 -2.3387
H -3.2680 5.4230 -2.7443
H -3.1308 5.8139 -0.4991
H -2.5615 7.4852 -0.3841
H -1.6694 6.2805 1.4913
H -0.3649 6.7250 0.3802
H -0.6695 4.4271 -0.5258
H 0.3068 3.1682 1.2075
H -0.0551 4.4737 2.3268
H 2.2607 4.4884 1.7934
H 1.5934 5.9466 1.0854
H 1.6260 6.2377 -1.1028
H 0.9136 4.7848 -1.8463
H 2.6316 5.1329 -2.0567
```



(3)
Below is a cluster of 4 separate species, C26H61BNO2PS in total, with properties calculated with the ωB97M-V functional and the def2-TZVPD basis.

The lowest unoccupied orbital energy comes out at 0.7 eV. The SMILES is CCSCP(C[C@H]1CO1)B(O)N(C)C.CCCCCC.CCCCCC.CCCCCC. The orbital gap is 8.358 eV. The HOMO energy is -7.66 eV.

```
93
C26H61BNO2PS (the ωB97M-V functional and the def2-TZVPD basis)
C -8.0562 -2.9424 -9.8097
C -7.7173 -1.5164 -9.3343
S -7.7762 -1.3918 -7.5341
C -6.6518 0.0162 -7.2093
P -5.1018 -0.3758 -6.2629
C -5.7519 -0.7304 -4.5774
C -4.6739 -1.4570 -3.8440
C -5.1568 -2.3997 -2.7951
O -4.5496 -2.7824 -4.1780
B -4.3015 -2.0350 -6.9217
O -5.0004 -3.1670 -7.2820
N -2.8534 -2.0196 -7.0267
C -2.3794 -1.5528 -8.3322
C -2.2730 -3.3475 -6.7676
H -8.4833 -3.5526 -9.0201
H -7.1492 -3.4330 -10.1540
H -8.7269 -2.8740 -10.6617
H -8.4121 -0.8123 -9.7843
H -6.7141 -1.2735 -9.6766
H -6.3994 0.4976 -8.1472
H -7.2073 0.6972 -6.5704
H -6.6301 -1.3716 -4.5446
H -5.8906 0.1981 -4.0256
H -3.7663 -0.9137 -3.6125
H -4.4263 -2.9847 -2.2450
H -6.0267 -3.0163 -2.9934
H -5.4827 -3.4872 -6.5103
H -1.2887 -1.5444 -8.3255
H -2.7067 -0.5363 -8.5458
H -2.6920 -2.2117 -9.1491
H -2.3200 -3.9968 -7.6438
H -2.7626 -3.8369 -5.9304
H -1.2307 -3.1994 -6.4826
C -1.5731 -1.6981 -0.7050
C -1.8628 -3.0666 -0.0930
C -2.6539 -2.9980 1.2116
C -1.9507 -2.2620 2.3524
C -0.5826 -2.8232 2.7338
C -0.6348 -4.2602 3.2447
H -0.9482 -1.0850 -0.0542
H -1.0446 -1.8134 -1.6527
H -2.5002 -1.1544 -0.9019
H -0.9229 -3.6039 0.0581
H -2.4374 -3.6542 -0.8147
H -2.8997 -4.0149 1.5304
H -3.6125 -2.5044 1.0211
H -2.6003 -2.2823 3.2330
H -1.8371 -1.2061 2.0903
H -0.1559 -2.1897 3.5164
H 0.1046 -2.7623 1.8848
H -1.2876 -4.3395 4.1164
H 0.3591 -4.6001 3.5405
H -1.0008 -4.9482 2.4813
C 2.8556 -1.6937 4.6026
C 2.3679 -0.2517 4.4947
C 2.2507 0.2422 3.0537
C 3.5645 0.2688 2.2716
C 4.6713 1.1118 2.9017
C 4.3174 2.5917 3.0178
H 3.8623 -1.8136 4.1997
H 2.8807 -2.0120 5.6458
H 2.1882 -2.3688 4.0627
H 3.0284 0.4029 5.0698
H 1.3827 -0.1791 4.9637
H 1.8088 1.2428 3.0578
H 1.5416 -0.3960 2.5160
H 3.3617 0.6453 1.2640
H 3.9318 -0.7529 2.1397
H 5.5715 1.0134 2.2895
H 4.9316 0.7200 3.8890
H 4.0888 3.0151 2.0377
H 5.1545 3.1516 3.4389
H 3.4562 2.7514 3.6689
C 6.1601 3.5550 7.5822
C 5.6687 4.9966 7.4805
C 5.5653 5.5007 6.0429
C 6.8843 5.5412 5.2702
C 7.9832 6.3858 5.9123
C 7.6204 7.8629 6.0361
H 7.1712 3.4438 7.1876
H 6.1778 3.2274 8.6226
H 5.5018 2.8799 7.0310
H 6.3214 5.6490 8.0669
H 4.6791 5.0617 7.9400
H 5.1192 6.4993 6.0498
H 4.8645 4.8637 5.4936
H 6.6847 5.9232 4.2640
H 7.2581 4.5219 5.1339
H 8.8874 6.2961 5.3046
H 8.2395 5.9885 6.8982
H 7.3936 8.2910 5.0576
H 8.4494 8.4286 6.4636
H 6.7544 8.0141 6.6822
```



(4)
Below is a structure of composition C26H61BO4PV, with properties calculated with the ωB97M-V functional and the def2-TZVPD basis.

The lowest unoccupied orbital energy (alpha / beta) comes out at -3.5 / -3.7 eV. The spin multiplicity is 4. As for the net charge: +1. The orbital gap (alpha / beta) is 7.522 / 7.326 eV. The HOMO energy (alpha / beta) is -11.02 / -11.02 eV. As for the relative energy (zero: lowest compared OMol25 entry of this formula, charge and spin): 0.00 kJ/mol.

```
94
C26H61BO4PV (the ωB97M-V functional and the def2-TZVPD basis)
V 0.5920 1.6157 2.6654
C -0.8536 -6.7577 3.7032
C -0.8353 -5.3020 3.2328
C -0.1873 -5.1191 1.8655
C 0.0276 -3.6247 1.5118
P -0.0713 -3.2776 -0.2593
C 0.0371 -1.5113 -0.5437
C 0.0809 -1.0585 -2.0123
C 0.8790 0.2043 -2.2704
C 0.1777 1.4415 -1.7009
C 1.3287 -4.0920 -1.0526
C 2.6913 -3.4623 -0.7771
C 3.8241 -4.2296 -1.4583
C 5.0666 -3.3707 -1.6026
C -1.6746 -3.8272 -0.8845
C -2.8498 -3.3015 -0.0619
C -4.1930 -3.7124 -0.6446
C -5.3636 -3.1557 0.1657
H -1.1339 -7.4534 2.9078
H -1.5884 -6.8936 4.4942
H 0.1396 -7.0378 4.0506
H -0.2394 -4.7710 3.9831
H -1.8357 -4.8655 3.2028
H -0.9149 -5.4994 1.1374
H 0.7529 -5.6625 1.7676
H 1.0333 -3.3226 1.8126
H -0.7379 -3.0676 2.0550
H 0.8707 -1.0999 0.0349
H -0.8370 -1.0795 -0.0467
H -0.9605 -0.9070 -2.3145
H 0.4212 -1.8663 -2.6725
H 0.9457 0.3756 -3.3471
H 1.9133 0.1465 -1.9176
H 0.1757 1.5123 -0.6061
H -0.8457 1.4800 -2.0702
H 0.7177 2.3505 -1.9698
H 1.0785 -4.0683 -2.1216
H 1.3042 -5.1670 -0.8466
H 2.8333 -3.3502 0.3016
H 2.6716 -2.4390 -1.1676
H 3.4633 -4.6012 -2.4212
H 4.0369 -5.1258 -0.8693
H 4.8693 -2.3907 -2.0418
H 5.8275 -3.8060 -2.2523
H 5.5477 -3.2346 -0.6320
H -1.7385 -4.9181 -0.8674
H -1.7018 -3.4563 -1.9129
H -2.8106 -2.2053 -0.0634
H -2.8459 -3.5793 0.9958
H -4.2843 -4.7975 -0.7432
H -4.2954 -3.3236 -1.6642
H -6.3296 -3.4526 -0.2349
H -5.3465 -2.0648 0.1759
H -5.2575 -3.5174 1.1910
B -1.1339 0.2269 2.2803
H -2.0163 -0.4715 1.9047
H -0.2162 -0.4793 2.4809
H -0.9386 0.9903 1.4222
H -1.4556 0.7113 3.2930
C 0.6401 4.1927 0.6444
O 0.2827 3.3459 1.6831
H -0.0143 4.0990 -0.2310
H 0.5819 5.2512 0.9437
H 1.6841 4.0591 0.3297
C 3.6932 3.1841 -2.2422
C 4.9593 3.7083 -1.6237
O 6.0143 3.7216 -2.2043
C 4.9040 4.1155 -0.1642
H 3.4953 2.1445 -1.9712
H 3.7495 3.1988 -3.3312
H 2.8363 3.8016 -1.9663
H 3.8721 4.2659 0.1600
H 5.4295 5.0576 -0.0101
H 5.3647 3.3927 0.5096
C -2.1363 5.1463 -2.8073
C -2.1557 3.8677 -3.6022
O -1.1774 3.4773 -4.1879
C -3.4665 3.1225 -3.6288
H -3.0533 5.7279 -2.8883
H -1.2850 5.7593 -3.0934
H -2.0211 4.8798 -1.7505
H -3.4374 2.2578 -4.2858
H -4.2760 3.7814 -3.9431
H -3.6723 2.8091 -2.6003
C -1.6191 7.4469 2.8922
C -1.2930 6.3452 3.8795
O -2.1732 5.7096 4.4090
C 0.1608 5.9947 4.0919
H -2.6947 7.4326 2.7317
H -1.0939 7.2887 1.9527
H -1.3972 8.3845 3.4075
H 0.7886 6.8871 4.0913
H 0.3709 5.4005 3.1967
H 0.3244 5.4643 5.0245
```



(5)
Below is a cluster of 5 separate species, C26H61N3O2 in total, with properties calculated with the ωB97M-V functional and the def2-TZVPD basis.

The lowest unoccupied orbital energy comes out at 0.7 eV. The SMILES is CCN(CC)CC.CCN(CC)CC.CCN(CC)CC.C1CCOC1.C1CCOC1. The orbital gap is 8.574 eV. The HOMO energy is -7.92 eV. As for the relative energy (zero: lowest compared OMol25 entry of this formula, charge and spin): 287.51 kJ/mol.

```
92
C26H61N3O2 (the ωB97M-V functional and the def2-TZVPD basis)
C 0.5435 7.5031 8.2974
C 2.0309 7.6929 7.7423
N 2.6222 8.9197 8.3211
C 3.5156 9.7008 7.4563
C 2.6556 10.4232 6.4867
C 2.8996 8.8154 9.7299
C 3.0669 10.2510 10.2742
H 0.6153 6.9304 9.2220
H -0.2154 7.2195 7.5682
H 0.1420 8.4295 8.7083
H 2.6892 6.8692 8.0186
H 2.0799 7.7108 6.6536
H 4.2642 9.0363 7.0251
H 4.1768 10.4714 7.8526
H 2.0330 9.8645 5.7879
H 3.4253 10.7794 5.8020
H 2.0757 11.2072 6.9735
H 2.0395 8.4420 10.2857
H 3.7402 8.1356 9.8691
H 3.9604 10.7974 9.9721
H 2.2306 10.9041 10.0250
H 3.1721 10.2108 11.3584
C 2.3107 -1.0978 7.1789
C 3.4311 -0.5189 6.1902
N 4.2178 0.5983 6.7317
C 5.2847 0.9505 5.8158
C 6.4533 0.0299 5.9578
C 3.3373 1.6914 7.0602
C 2.5586 2.3720 5.9312
H 2.5889 -1.0672 8.2324
H 2.0671 -2.1396 6.9704
H 1.4326 -0.4528 7.1488
H 4.1510 -1.2837 5.8989
H 2.8757 -0.2469 5.2926
H 4.9573 1.0570 4.7817
H 5.5712 1.9863 5.9976
H 7.2207 0.2906 5.2289
H 6.9049 0.1661 6.9405
H 6.4056 -1.0436 5.7750
H 3.8597 2.4833 7.5968
H 2.6474 1.3577 7.8353
H 3.1728 2.7872 5.1321
H 1.9170 3.1648 6.3158
H 1.9784 1.5848 5.4498
C -6.6675 5.1790 8.1066
C -7.2309 3.7782 7.8380
N -6.3761 2.9741 6.8928
C -6.0362 3.6107 5.6188
C -7.2544 4.0603 4.7476
C -7.0477 1.6939 6.5695
C -6.9753 0.6773 7.7377
H -7.1388 5.3338 9.0772
H -7.0508 5.9883 7.4851
H -5.5879 5.2333 8.2462
H -7.2093 3.2242 8.7764
H -8.2252 3.7102 7.3964
H -5.3799 4.4475 5.8579
H -5.4504 2.8799 5.0613
H -7.7473 4.9167 5.2075
H -6.8583 4.2629 3.7525
H -8.0065 3.2849 4.6018
H -6.4188 1.1726 5.8478
H -8.0885 1.7749 6.2561
H -7.1999 -0.3444 7.4316
H -7.6982 1.0433 8.4668
H -5.9816 0.6304 8.1834
C 1.8963 3.4309 11.8927
C 3.2606 2.9487 12.5337
C 3.0028 1.4322 12.9336
O 1.6262 1.5819 13.3462
C 0.8658 2.3410 12.3290
H 2.0203 3.5078 10.8125
H 1.5526 4.4423 12.1096
H 3.4786 3.4872 13.4559
H 4.1799 3.0594 11.9586
H 3.5674 1.1887 13.8336
H 3.1934 0.7118 12.1382
H -0.0863 2.6872 12.7312
H 0.6083 1.6181 11.5550
C -2.1195 3.4830 6.7808
C -1.1750 4.0874 7.7530
C -0.8059 2.9142 8.7331
O -2.0822 2.2272 8.6493
C -2.4995 2.1511 7.3552
H -1.5917 3.5188 5.8278
H -3.0611 4.0236 6.6844
H -1.8351 4.7884 8.2638
H -0.2887 4.6273 7.4199
H -0.4680 3.1908 9.7318
H 0.0145 2.2622 8.4331
H -3.5599 1.9577 7.5171
H -2.1022 1.2555 6.8776
```